DFT (ωB97M-V with the def2-TZVPD basis set) results for C14H19FN2O3 in the gas phase.

Last column: natural (NBO) charge in e.
Element x y z (Å)
F: -3.512 0.153 3.504  -0.35
O: 0.614 -2.757 -0.306  -0.61
O: 1.989 -1.386 -1.419  -0.51
O: 0.592 0.006 0.763  -0.65
N: -1.207 -0.639 -0.437  -0.62
N: -1.483 -0.025 1.746  -0.61
C: 0.044 0.254 -2.394  -0.23
C: -2.107 0.928 5.239  -0.29
C: 3.106 -2.046 -0.837  -0.26
C: -1.139 1.209 -2.547  -0.61
C: -2.269 0.503 3.940  0.41
C: 1.402 0.901 -4.448  -0.60
C: -0.378 -0.984 -1.580  -0.12
C: -1.208 0.415 3.036  0.07
C: 0.056 0.779 3.491  -0.23
C: -0.599 -0.213 0.709  0.80
C: 0.230 1.207 4.795  -0.21
C: 0.573 -0.182 -3.767  -0.39
C: 0.797 -1.802 -1.016  0.82
C: -0.839 1.284 5.671  -0.22
H: 1.197 -1.067 -3.647  0.21
H: 1.780 0.540 -5.402  0.21
H: 2.249 1.172 -3.823  0.21
H: -0.962 -1.658 -2.217  0.23
H: -0.273 -0.452 -4.406  0.19
H: 0.840 0.760 -1.844  0.23
H: -2.964 0.976 5.892  0.23
H: -0.855 2.062 -3.156  0.21
H: -0.694 1.619 6.686  0.22
H: 0.811 1.794 -4.635  0.20
H: 0.888 0.717 2.811  0.26
H: 3.155 -1.810 0.227  0.20
H: 1.218 1.484 5.129  0.22
H: 3.984 -1.671 -1.355  0.19
H: -2.156 -0.970 -0.418  0.40
H: -1.977 0.706 -3.028  0.19
H: -2.453 -0.259 1.583  0.40
H: -1.464 1.580 -1.579  0.22
H: 3.015 -3.128 -0.958  0.20

Output
Kohn-Sham gap = 9.077 eV
Energy above the lowest of the compared OMol25 structures with the same formula, charge and spin = 0.636 eV
SMILES = CC[C@@H](C)[C@H](NC(=O)Nc1ccccc1F)C(=O)OC
HOMO level = -8.488 eV
DFT total energy = -980.02165 a.u.

***

DFT (ωB97M-V with the def2-TZVPD basis set) results for C14H19N3O4S2 in the gas phase at a distorted geometry.

Last column: natural (NBO) charge in e.
Element x y z (Å)
S: -1.705 2.126 0.334  0.54
S: 2.212 0.383 0.189  2.36
O: -3.533 1.586 2.587  -0.60
O: -0.829 -1.698 -0.144  -0.42
O: 2.765 -0.107 1.416  -0.94
O: 2.921 1.374 -0.563  -0.93
N: -2.063 0.567 3.961  -0.81
N: 0.318 -0.414 -4.137  -0.44
N: 1.961 -0.917 -0.797  -0.69
C: 0.590 1.030 0.561  -0.40
C: 0.378 -0.767 -2.729  -0.24
C: -1.343 1.262 1.790  -0.32
C: -1.477 -2.299 1.895  -0.32
C: 1.824 -0.717 -2.215  -0.23
C: 0.385 1.018 -4.345  -0.42
C: 0.264 -2.146 0.512  0.26
C: -0.084 -2.528 1.776  -0.30
C: -1.873 -1.790 0.699  0.10
C: -2.414 1.167 2.799  0.64
C: -0.077 0.742 1.762  -0.20
C: 1.594 -2.168 -0.173  -0.27
C: -0.854 -0.969 -4.785  -0.41
C: -0.153 1.780 -0.299  -0.37
H: -2.756 0.496 4.686  0.41
H: -0.493 1.543 -3.931  0.16
H: -1.797 -0.587 -4.363  0.16
H: -0.822 -0.717 -5.844  0.20
H: 0.004 -1.787 -2.617  0.20
H: 2.268 0.260 -2.404  0.24
H: -1.128 0.256 4.146  0.40
H: 1.617 -2.944 -0.944  0.22
H: 0.393 0.169 2.539  0.25
H: 2.350 -2.396 0.584  0.25
H: 2.416 -1.468 -2.749  0.20
H: 1.283 1.419 -3.881  0.20
H: 0.150 2.156 -1.255  0.26
H: 0.573 -2.925 2.522  0.23
H: 0.434 1.217 -5.414  0.21
H: -2.827 -1.463 0.338  0.21
H: -0.260 -0.112 -2.111  0.18
H: -2.093 -2.488 2.750  0.23
H: -0.841 -2.053 -4.688  0.20

Output
Kohn-Sham gap = 8.898 eV
Energy above the lowest of the compared OMol25 structures with the same formula, charge and spin = 0.000 eV
SMILES = CN(C)CCN(Cc1ccco1)S(=O)(=O)c1csc(C(N)=O)c1
HOMO level = -8.767 eV
DFT total energy = -1806.45184 a.u.

***

DFT (ωB97M-V with the def2-TZVPD basis set) results for a molecular structure, C14H19N3OReSSbSe4Si.

Last column: Löwdin spin population.
Element x y z (Å)
Re: -0.206 -0.056 -0.277  0.76
Sb: -1.878 0.654 -3.862  0.00
Se: -0.186 -1.568 -1.858  -0.13
Se: 0.109 1.215 -4.944  0.01
Se: -3.797 -0.449 -4.561  0.00
Se: -2.003 1.343 -1.436  0.07
S: 1.061 -0.808 1.605  0.02
Si: 2.986 0.923 -1.420  0.01
O: -1.707 -0.620 0.939  0.02
N: -1.468 -1.434 1.997  0.01
N: -0.164 1.931 0.733  0.02
N: 1.378 1.111 -0.624  0.15
C: -2.405 -2.795 3.666  0.00
C: -1.122 -3.007 4.174  0.00
C: -0.164 4.014 1.809  0.02
C: 1.035 2.202 0.159  0.00
C: 1.699 3.398 0.394  0.02
C: 3.207 2.347 -2.598  0.00
C: -0.215 -1.608 2.444  0.00
C: 4.257 0.893 -0.061  0.01
C: -0.035 -2.417 3.569  0.00
C: -0.783 2.809 1.541  0.00
C: 1.074 4.302 1.233  0.00
C: 3.015 -0.676 -2.360  0.00
C: -2.556 -1.995 2.568  0.00
C: -2.124 2.453 2.099  0.00
H: 0.970 -2.565 3.938  0.00
H: -0.980 -3.637 5.042  0.00
H: 4.102 2.170 -3.203  0.00
H: 3.328 3.316 -2.113  0.00
H: 4.250 1.802 0.546  0.00
H: -2.894 2.609 1.341  0.00
H: 2.311 -0.655 -3.193  0.00
H: 5.255 0.794 -0.500  0.00
H: 4.103 0.041 0.607  0.00
H: 1.554 5.248 1.449  0.00
H: 2.350 2.403 -3.270  0.00
H: -3.277 -3.247 4.117  0.00
H: -0.644 4.721 2.471  0.00
H: 4.018 -0.803 -2.778  0.00
H: -3.492 -1.756 2.086  0.00
H: -2.160 1.406 2.389  0.00
H: -2.362 3.076 2.957  0.00
H: 2.818 -1.546 -1.728  0.00
H: 2.655 3.610 -0.060  0.00

Output
Kohn-Sham gap (alpha / beta) = 5.592 / 5.872 eV
Energy above the lowest of the compared OMol25 structures with the same formula, charge and spin = 1.099 eV
<S²> = 0.79
Net charge = +1
2S+1 = 2
HOMO level (alpha / beta) = -10.910 / -10.978 eV
DFT total energy = -11396.20013 a.u.

***

DFT (ωB97M-V with the def2-TZVPD basis set) results for C14H19NO4S2 in the gas phase at a distorted geometry.

Last column: natural (NBO) charge in e.
Element x y z (Å)
S: 0.604 1.801 -3.414  0.22
S: -2.331 -2.705 -0.286  1.30
O: -2.968 -1.200 -2.721  -0.65
O: -2.048 -4.208 -0.275  -1.00
O: -0.110 1.177 2.152  -0.53
O: 0.970 -0.219 0.016  -0.55
N: -1.278 0.148 -2.518  -0.44
C: 0.643 0.908 -0.893  -0.09
C: -1.039 1.931 -4.171  -0.53
C: 1.926 0.861 3.407  -0.28
C: 1.755 0.022 1.096  0.22
C: -1.991 1.279 -3.170  -0.23
C: 3.006 -0.596 1.227  -0.23
C: -1.385 -2.199 1.101  -0.82
C: -1.824 -1.021 -2.310  0.66
C: 0.181 0.413 -2.330  -0.18
C: -1.266 -2.293 -1.592  -0.73
C: 1.215 0.733 2.197  0.28
C: 3.110 0.116 3.558  -0.20
C: -0.779 1.924 3.278  -0.24
C: 3.734 -0.512 2.453  -0.23
H: -0.238 -1.996 -1.466  0.24
H: -2.926 0.927 -3.632  0.26
H: 0.616 -0.511 -2.617  0.22
H: -0.924 2.985 2.966  0.19
H: -0.046 1.641 -0.378  0.22
H: 1.671 1.416 -1.020  0.20
H: 1.576 1.295 4.312  0.22
H: -0.975 1.261 -5.057  0.22
H: -1.913 -2.262 1.968  0.23
H: -1.179 -3.101 -2.337  0.29
H: -2.355 2.019 -2.409  0.20
H: -1.153 -1.145 0.941  0.24
H: -0.519 -2.854 1.117  0.25
H: -1.689 1.539 3.385  0.19
H: 3.371 -1.321 0.510  0.23
H: 4.683 -1.036 2.512  0.22
H: -0.408 1.879 4.332  0.19
H: -1.372 2.905 -4.429  0.24
H: 3.656 -0.001 4.499  0.22

Output
Kohn-Sham gap = 9.092 eV
HOMO level = -8.620 eV
DFT total energy = -1696.81800 a.u.

***

DFT (ωB97M-V with the def2-TZVPD basis set) results for C14H19NOS2 in the gas phase at a distorted geometry.

Last column: natural (NBO) charge in e.
Element x y z (Å)
S: -0.133 0.231 1.716  -0.11
S: 0.325 0.680 -1.285  0.27
O: 4.916 -0.703 1.105  -0.53
N: 2.246 0.204 0.491  -0.45
C: 3.078 -0.465 -0.550  -0.25
C: 4.584 -0.360 -0.251  -0.08
C: 0.851 0.276 0.375  -0.07
C: -3.855 0.617 1.458  -0.22
C: -1.456 0.502 -1.545  -0.19
C: 4.211 0.107 2.044  -0.08
C: -2.349 -1.274 0.058  -0.20
C: -1.676 -0.546 -2.638  -0.61
C: -3.098 0.999 0.350  -0.15
C: -2.299 0.075 -0.319  -0.03
C: -1.991 1.800 -2.145  -0.62
C: -3.111 -1.670 1.159  -0.21
C: -3.853 -0.719 1.871  -0.21
C: 2.705 0.010 1.875  -0.25
H: 2.826 -1.541 -0.582  0.19
H: -3.133 -2.722 1.443  0.22
H: -3.061 1.665 -2.323  0.22
H: -4.434 -1.028 2.747  0.21
H: -1.846 2.675 -1.510  0.22
H: -1.160 -1.493 -2.447  0.22
H: -4.457 1.361 1.980  0.21
H: -2.770 -0.731 -2.743  0.22
H: 4.489 -0.307 3.022  0.20
H: 4.960 0.656 -0.486  0.17
H: -3.120 2.033 0.009  0.20
H: -1.521 2.011 -3.110  0.22
H: 5.167 -1.094 -0.831  0.21
H: 2.379 -0.986 2.220  0.20
H: -1.781 -2.014 -0.509  0.21
H: 4.554 1.154 1.991  0.17
H: -1.316 -0.173 -3.600  0.21
H: 2.895 -0.017 -1.533  0.23
H: 2.235 0.784 2.494  0.24

Output
Kohn-Sham gap = 8.328 eV
Energy above the lowest of the compared OMol25 structures with the same formula, charge and spin = 0.022 eV
SMILES = CC(C)(SC(=S)N1CCOCC1)c1ccccc1
HOMO level = -7.828 eV
DFT total energy = -1471.20042 a.u.

***

DFT (ωB97M-V with the def2-TZVPD basis set) results for 2 unconnected molecules or ions with the total composition C14H20BrFINO5P at a distorted geometry.

Last column: natural (NBO) charge in e.
Element x y z (Å)
I: 1.855 3.183 -2.106  -0.21
Br: -1.238 -0.121 6.215  -0.87
P: 1.324 2.201 0.109  1.02
F: 2.149 -1.234 1.826  -0.37
O: -1.308 0.312 -5.229  -0.74
O: -1.663 -3.447 -1.956  -0.72
O: -0.122 -1.053 1.275  -0.55
O: 0.381 -2.843 0.036  -0.70
O: 2.696 2.579 1.039  -0.96
N: 0.148 2.145 5.134  -0.42
C: 1.366 0.319 0.039  -0.63
C: -2.464 -2.963 -0.875  -0.06
C: -0.325 -1.598 -0.071  0.60
C: -0.538 0.901 3.123  -0.25
C: -0.854 1.693 4.313  0.08
C: -0.395 0.282 -2.062  -0.42
C: 0.398 0.207 -3.443  -0.43
C: 0.416 -0.477 -0.942  -0.28
C: 1.863 1.057 3.596  -0.28
C: 1.396 1.830 4.737  0.03
C: 0.806 0.521 2.692  -0.08
C: -1.890 -1.691 -0.126  -0.50
C: -0.362 1.124 -4.495  -0.07
C: 1.105 -0.361 1.444  0.59
H: 2.214 2.204 5.413  0.17
H: -2.719 -3.762 -0.125  0.19
H: -2.385 -0.766 -0.521  0.22
H: -2.200 0.643 -5.027  0.47
H: 0.328 1.597 -5.239  0.18
H: 3.502 2.326 0.541  0.48
H: -3.459 -2.660 -1.326  0.15
H: 2.942 0.864 3.383  0.21
H: -1.921 1.904 4.547  0.23
H: -1.402 -0.165 -2.284  0.22
H: 0.347 -0.854 -3.801  0.21
H: 1.319 -2.606 -0.068  0.47
H: -0.935 1.943 -3.972  0.17
H: 2.431 0.017 -0.204  0.24
H: -0.598 1.349 -1.757  0.21
H: -1.395 0.556 2.493  0.21
H: -2.228 -1.778 0.947  0.27
H: 1.099 -1.134 -1.567  0.21
H: -1.160 -2.730 -2.372  0.46
H: 1.476 0.484 -3.334  0.22

Output
Kohn-Sham gap = 4.776 eV
Energy above the lowest of the compared OMol25 structures with the same formula, charge and spin = 2.230 eV
Net charge = -1
HOMO level = -3.267 eV
DFT total energy = -4289.34797 a.u.